This record from the OMol25 dataset describes a cluster of 2 separate species, C2H11N2O in total at a distorted geometry. The level of theory is ωB97M-V/def2-TZVPD.

CARTESIAN COORDINATES (ANGSTROEM)
O 2.173 -2.091 -0.443
N -0.065 -0.483 -0.915
N 0.219 1.358 1.114
C -1.153 0.842 0.810
C -1.165 0.480 -0.658
H 2.126 -3.044 -0.310
H -1.956 1.542 1.013
H 0.253 -0.446 -1.886
H -0.095 -1.463 -0.644
H 0.258 1.452 2.135
H -1.037 1.338 -1.315
H 2.977 -1.891 0.050
H 0.702 -0.035 -0.381
H -1.283 -0.020 1.467
H -2.155 0.111 -0.913
H 0.201 2.350 0.876

Properties
strongest force on any atom: 1.8 eV/A
total charge: +1
energy relative to the best compared isomer or geometry (same formula, charge and spin): 8.4 kcal/mol